(1)
The molecule C5H7NO2 in a non-equilibrium geometry. Source: the Open Molecules 2025 dataset; level of theory: ωB97M-V with the def2-TZVPD basis set.

HOMO-LUMO gap   9.727 eV
Net charge   0
HOMO energy   -9.12 eV

Positions of all 15 atoms, in Å:
C -0.24776 0.97906 2.27657
C -0.40220 0.66075 0.83623
C 0.58084 0.75759 -0.07855
N 0.34377 1.02572 -1.47481
C -0.00960 0.00928 -2.13091
C -0.15510 -1.27657 -1.33433
O -1.23592 -1.73654 -1.01900
O 0.97205 -2.02958 -1.38802
H -1.04155 1.66391 2.59008
H -0.35878 0.06849 2.87282
H 0.71975 1.43351 2.49092
H -1.34442 0.21689 0.53425
H 1.55564 1.13832 0.20679
H -0.12848 0.04046 -3.20818
H 0.75175 -2.95130 -1.17386

Löwdin population analysis, charges in e, atoms 1 to 8: -0.10 -0.14 -0.17 0.08 -0.06 -0.52 0.10 0.11

(2)
The molecule C5H7NO2 in a non-equilibrium geometry. Source: the Open Molecules 2025 dataset; level of theory: ωB97M-V with the def2-TZVPD basis set.

HOMO-LUMO gap   9.495 eV
Net charge   0
HOMO energy   -10.02 eV

Positions of all 15 atoms, in Å:
O -0.84599 2.41207 0.16021
C -0.74255 1.02757 -0.25628
C -1.96627 0.30607 -0.32443
O -1.60105 -1.14666 0.03048
C -0.20984 -1.00528 0.52622
C 0.54968 0.19460 -0.27164
C 2.07116 -0.09423 -0.61945
N 1.61039 0.94208 0.61509
H -2.78248 0.68859 0.44751
H -2.38668 0.26015 -1.50671
H 0.06511 -2.11033 0.25421
H -0.20533 -0.99974 1.72343
H 2.40885 0.25146 -1.70912
H 2.47249 -1.11774 -0.62292
H 1.56252 0.39140 1.55341

Löwdin population analysis, charges in e, atoms 1 to 8: -0.07 -0.21 -0.12 -0.19 -0.15 -0.30 -0.02 0.08

(3)
C5H7NO2 as an isolated structure in a non-equilibrium geometry. Source: the Open Molecules 2025 dataset; level of theory: ωB97M-V with the def2-TZVPD basis set.

HOMO-LUMO gap   8.139 eV
Net charge   0
HOMO energy   -7.54 eV

Positions of all 15 atoms, in Å:
C -0.27334 1.62775 0.19789
C 0.57902 0.88877 0.97347
C -2.52042 -0.40768 0.02144
C -0.54300 0.42939 -0.59546
C 1.72007 -0.88171 -0.40131
N 0.48734 -0.31080 0.19174
O -3.18771 0.13779 -0.76383
O -2.23767 -1.24638 0.79094
H -0.84072 2.45407 0.41419
H 0.90096 0.96861 2.07947
H -0.34034 0.46036 -1.74613
H 1.90289 -1.82375 -0.02916
H 1.60838 -0.91294 -1.53842
H 2.77200 -0.40274 -0.29756
H -0.02747 -0.98076 0.70274

Löwdin population analysis, charges in e, atoms 1 to 8: -0.02 -0.12 -0.54 -0.17 0.00 -0.15 0.13 0.11

(4)
The molecule C5H7NO2 in a non-equilibrium geometry. Source: the Open Molecules 2025 dataset; level of theory: ωB97M-V with the def2-TZVPD basis set.

HOMO-LUMO gap   8.733 eV
Net charge   0
HOMO energy   -8.84 eV

Positions of all 15 atoms, in Å:
C -1.86815 -0.91641 0.16533
C -0.61598 -0.15851 -0.08218
C 0.72186 -0.79139 0.49179
N 1.58172 -1.22575 -0.47156
O 0.74113 -1.16993 1.64184
C -0.40723 1.06821 -0.48421
C 0.42694 2.19866 -0.05377
O 1.07524 1.36112 -0.95447
H -1.91038 -1.78803 -0.49422
H -1.91726 -1.26931 1.19941
H -2.74755 -0.29517 -0.02797
H 1.61536 -0.72935 -1.35242
H 2.43999 -1.64059 -0.13337
H 0.09777 3.16716 -0.42449
H 0.76656 2.18928 0.98028

Löwdin population analysis, charges in e, atoms 1 to 8: -0.04 -0.17 -0.48 0.17 0.08 -0.03 -0.16 -0.09

(5)
A 2-piece molecular cluster, C5H7NO2 overall in a non-equilibrium geometry. Source: the Open Molecules 2025 dataset; level of theory: ωB97M-V with the def2-TZVPD basis set.

HOMO-LUMO gap (alpha / beta)   7.380 / 7.381 eV
Net charge   0
HOMO energy (alpha / beta)   -8.36 / -8.36 eV

Positions of all 15 atoms, in Å:
H -0.17851 0.74994 -2.65973
N -0.44359 1.04525 -1.72673
C -0.13129 0.18223 -0.80892
O -1.21349 -0.15361 0.16220
C -2.03256 -1.28924 0.00641
H 0.36283 -0.77128 -1.06810
H -2.52054 -1.42756 0.97537
H -1.50615 -2.16827 -0.38372
H -2.86757 -1.06327 -0.66331
C 2.09013 1.71119 0.70692
C 1.22857 0.69953 0.64371
C 1.09510 -0.35692 1.46981
O 1.07588 -1.39536 1.96807
H 2.60110 2.06647 1.59224
H 2.44010 2.17089 -0.21421

Löwdin population analysis, charges in e, atoms 1 to 8: 0.03 0.07 -0.38 -0.22 -0.12 0.12 0.09 0.09

(6)
A 2-piece molecular cluster, C5H7NO2S overall in a non-equilibrium geometry. Source: the Open Molecules 2025 dataset; level of theory: ωB97M-V with the def2-TZVPD basis set.

HOMO-LUMO gap   8.114 eV
Net charge   0
HOMO energy   -8.90 eV

Positions of all 16 atoms, in Å:
C -1.07945 -0.17790 1.39951
C -0.65620 -0.53008 0.00029
C 0.55075 -1.24309 -0.15950
S 1.25000 -1.74264 -1.57387
C -1.41875 -0.11533 -1.05785
O -1.17452 -0.31660 -2.33036
H -0.67301 0.79214 1.68320
H -0.71564 -0.91417 2.11158
H -2.16085 -0.12179 1.47995
H 1.06324 -1.51857 0.75478
H -2.32986 0.44486 -0.87710
H -0.33173 -0.84330 -2.42662
C 2.20875 1.12358 -0.07018
N 1.63694 1.90917 0.55483
O 0.96418 2.57513 1.26070
H 2.86617 0.67859 -0.74937

Löwdin population analysis, charges in e, atoms 1 to 8: -0.06 -0.36 -0.59 0.70 -0.13 0.03 0.06 0.08

(7)
The molecule C5H7NO2S2 in a non-equilibrium geometry. Source: the Open Molecules 2025 dataset; level of theory: ωB97M-V with the def2-TZVPD basis set.

HOMO-LUMO gap   5.402 eV
Net charge   0
HOMO energy   -7.62 eV

Positions of all 17 atoms, in Å:
C 2.36728 0.37506 0.21203
C -2.12180 0.72848 -0.28645
C 1.26046 -0.58613 0.89335
C -0.84521 0.57421 0.42613
C -0.23847 -1.39652 -0.71623
N -0.04040 -0.47557 0.31228
O -2.42422 1.98394 -0.67572
O -2.77553 -0.19773 -0.65084
S 3.42638 -0.35340 -0.72792
S 2.24629 1.99537 0.50080
H 1.48510 -1.60654 0.81520
H 1.22683 -0.29064 1.97696
H -0.85926 1.34238 1.18993
H -0.66006 -2.29454 -0.18188
H -0.97828 -0.98081 -1.28988
H 0.70297 -1.53634 -1.27029
H -1.77207 2.71881 -0.52745

Löwdin population analysis, charges in e, atoms 1 to 8: -1.45 -0.50 -0.24 0.09 0.00 -0.12 0.13 0.16

(8)
The molecule C5H7NO3 in a non-equilibrium geometry. Source: the Open Molecules 2025 dataset; level of theory: ωB97M-V with the def2-TZVPD basis set.

HOMO-LUMO gap   10.248 eV
Net charge   0
HOMO energy   -9.67 eV

Positions of all 16 atoms, in Å:
N -1.97423 -0.58792 1.04813
C -1.26995 -0.27790 -0.21119
C 0.13072 -0.86613 -0.04696
C 0.99439 0.05952 -0.07133
C 2.51103 0.15581 0.25942
O 2.97023 0.88269 1.02095
O 3.13767 -0.85478 -0.36473
O 0.46194 1.35773 -0.16689
C -0.90599 1.09055 -0.48489
H -1.41672 -0.03160 1.65933
H -2.70972 -0.16748 0.85327
H -1.87781 -0.80098 -0.93926
H 0.27424 -2.00320 -0.01377
H 2.56048 -1.23641 -0.92269
H -1.77288 1.90148 0.00341
H -1.11339 1.37862 -1.62279

Löwdin population analysis, charges in e, atoms 1 to 8: 0.11 -0.37 0.00 -0.20 -0.46 0.21 0.17 -0.01

For reference, energy above the lowest of the compared OMol25 structures with the same formula, charge and spin by record: 1.731 7.433 4.304 3.906 5.535 3.654 2.450 4.320 eV.